[1]
Molecular formula: C42H43N8O4RhS
Method: DFT, wB97M-V/def2-TZVPD

```
99
Properties=species:S:1:pos:R:3:forces:R:3
Rh -0.028 -0.253 -0.537 0.3 0.5 0.4
C -3.919 1.115 -1.560 0.0 0.0 0.0
C -4.063 -0.182 -0.812 -0.1 0.1 0.0
C -5.110 -1.040 -1.126 -0.1 0.0 0.1
C -5.251 -2.263 -0.485 0.0 0.0 0.0
C -4.353 -2.617 0.508 0.0 0.0 0.0
C -3.310 -1.769 0.875 0.0 0.0 0.0
C -2.405 -2.166 2.008 0.0 0.0 0.0
C -3.151 -0.556 0.193 0.1 0.0 0.0
N -2.013 0.255 0.430 0.0 0.0 0.0
C -2.231 1.512 0.835 0.0 0.1 0.0
O -3.267 2.011 1.270 0.0 0.0 0.0
C -1.023 2.407 0.666 0.0 0.0 0.0
C -1.058 3.766 0.932 0.0 0.0 0.0
C 0.073 4.520 0.654 0.0 0.0 0.0
C 1.208 3.905 0.138 0.0 0.0 0.0
C 1.167 2.541 -0.076 0.1 -0.1 0.0
N 0.072 1.836 0.185 -0.1 0.0 -0.1
C 2.372 1.738 -0.506 0.2 0.0 0.0
O 3.429 2.316 -0.721 0.0 0.0 0.0
N 2.138 0.408 -0.548 -0.4 -0.1 0.1
C 3.189 -0.482 -0.267 0.2 0.0 -0.1
C 3.921 -0.362 0.931 -0.1 0.0 0.0
C 3.710 0.771 1.897 0.0 0.1 0.0
C 4.887 -1.314 1.231 0.0 0.0 0.0
C 5.165 -2.355 0.362 0.0 0.0 0.0
C 4.470 -2.443 -0.832 0.0 0.0 0.0
C 3.477 -1.530 -1.158 0.0 0.1 0.0
C 2.766 -1.648 -2.476 0.0 0.0 0.0
H -4.500 1.091 -2.482 0.0 0.0 0.0
H -2.877 1.314 -1.818 0.0 0.0 0.0
H -4.268 1.948 -0.948 0.0 0.0 0.0
H -5.818 -0.744 -1.892 0.0 0.0 0.0
H -6.069 -2.925 -0.743 0.0 0.0 0.0
H -4.468 -3.558 1.034 0.0 0.0 0.0
H -2.995 -2.598 2.818 0.0 0.0 0.0
H -1.863 -1.305 2.393 0.0 0.0 0.0
H -1.684 -2.923 1.695 0.0 0.0 0.0
H -1.969 4.186 1.333 0.0 0.0 0.0
H 0.072 5.587 0.840 0.0 0.0 0.0
H 2.121 4.437 -0.087 0.0 0.0 0.0
H 2.669 1.094 1.941 0.1 0.0 0.0
H 4.296 1.641 1.594 0.0 0.0 0.0
H 4.015 0.474 2.900 0.0 0.0 0.0
H 5.433 -1.228 2.164 0.0 0.0 0.0
H 5.922 -3.088 0.609 0.0 0.0 0.0
H 4.698 -3.238 -1.529 0.0 -0.1 0.0
H 3.272 -2.378 -3.109 0.0 0.0 0.0
H 2.739 -0.691 -2.999 0.0 0.0 0.0
H 1.732 -1.973 -2.339 0.0 0.0 0.0
N 5.360 -7.331 -0.740 0.0 -0.1 0.0
C 4.177 -6.623 -0.605 0.0 0.0 0.0
C 3.597 -5.995 -1.710 0.0 0.0 0.0
C 2.401 -5.316 -1.578 0.0 0.0 0.0
C 1.763 -5.262 -0.347 0.0 0.0 0.0
C 2.317 -5.903 0.753 0.0 0.0 0.0
C 3.516 -6.574 0.626 0.0 0.0 0.0
S 0.210 -4.442 -0.207 0.2 0.1 0.2
O -0.372 -4.581 -1.545 0.2 -0.2 0.2
O -0.520 -5.053 0.870 -0.1 0.0 0.0
N 0.403 -2.862 0.000 0.1 -0.2 0.1
C 0.859 -2.454 1.214 0.0 0.0 -0.1
N 1.454 -3.263 2.097 0.0 0.0 0.0
C 1.807 -2.729 3.255 0.0 0.1 0.0
C 1.579 -1.400 3.588 0.0 -0.1 0.0
C 0.994 -0.629 2.605 -0.1 0.1 0.0
N 0.654 -1.139 1.433 0.0 -0.3 -0.2
H 5.939 -7.100 -1.529 0.0 0.0 0.0
H 5.875 -7.514 0.103 0.0 0.0 0.0
H 4.092 -6.044 -2.673 0.0 0.0 0.0
H 1.952 -4.833 -2.435 0.0 0.0 0.0
H 1.799 -5.861 1.699 0.0 0.0 0.0
H 3.950 -7.077 1.482 0.0 0.0 0.0
H 2.298 -3.398 3.955 0.0 0.0 0.0
H 1.854 -0.988 4.547 0.0 0.0 0.0
H 0.781 0.425 2.750 0.0 0.0 0.0
C -3.211 -4.135 -3.501 0.1 0.1 0.0
N -1.970 -3.455 -3.076 -0.4 0.2 -0.2
C -0.933 -3.467 -4.135 0.0 0.0 0.0
C -2.245 -2.101 -2.431 0.1 -0.1 -0.1
C -1.630 -0.934 -3.147 -0.1 -0.1 0.1
C -2.183 -0.488 -4.345 0.0 0.0 0.0
C -1.610 0.568 -5.037 0.0 0.0 0.0
C -0.476 1.186 -4.524 -0.1 0.0 0.0
C 0.059 0.761 -3.315 0.1 0.0 0.1
C -0.518 -0.292 -2.597 -0.1 -0.2 -0.1
H -2.971 -5.147 -3.819 0.0 0.0 0.0
H -3.661 -3.583 -4.324 0.0 0.0 0.0
H -3.897 -4.164 -2.658 0.0 0.0 0.0
H -1.531 -4.001 -2.293 0.1 0.0 -0.1
H -1.281 -2.926 -5.010 0.0 0.0 0.0
H -0.727 -4.506 -4.383 0.0 0.0 0.0
H -0.035 -2.995 -3.745 0.0 0.0 0.0
H -1.836 -2.186 -1.424 0.0 0.0 0.0
H -3.325 -2.002 -2.348 0.1 -0.1 -0.1
H -3.080 -0.959 -4.735 0.0 0.0 0.0
H -2.046 0.909 -5.966 0.0 0.0 0.0
H -0.013 2.005 -5.060 0.0 0.0 0.0
H 0.941 1.258 -2.928 0.0 0.0 0.0
```
Positions in Å, forces in eV/Å.

* lowest unoccupied orbital energy (alpha / beta): 0.28 / -1.76 eV
* highest occupied orbital energy (alpha / beta): -7.2 / -7.9 eV
* 2S+1: 5
* E_tot: -2873.988363 a.u.
* energy relative to the best compared isomer or geometry (same formula, charge and spin): 0.00 kcal/mol

***

[2]
Molecular formula: C42H43P2RhS
Method: DFT, wB97M-V/def2-TZVPD

```
89
Properties=species:S:1:pos:R:3:forces:R:3
Rh 1.681 1.129 -0.355 -0.1 0.1 0.1
C 3.183 4.270 -0.952 0.1 0.0 0.1
C 3.022 3.150 0.038 0.1 0.0 -0.2
C 3.812 1.991 -0.082 0.2 0.2 0.1
C 3.942 1.089 0.994 0.2 0.0 0.0
C 5.033 0.059 0.987 0.0 0.0 0.0
C 3.168 1.298 2.131 -0.1 -0.2 0.1
C 2.309 2.396 2.246 -0.1 -0.1 0.2
C 1.556 2.652 3.526 0.0 -0.1 0.0
C 2.249 3.307 1.198 -0.1 0.2 -0.1
H 4.094 4.820 -0.701 0.0 0.0 0.0
H 2.355 4.970 -0.911 0.0 0.0 0.0
H 3.293 3.903 -1.972 0.0 0.0 0.0
H 4.479 1.897 -0.930 0.0 -0.1 -0.1
H 5.918 0.495 1.460 0.0 0.0 0.0
H 5.310 -0.234 -0.023 0.0 0.0 0.0
H 4.760 -0.826 1.555 0.0 0.0 0.0
H 3.284 0.623 2.977 0.0 0.1 -0.1
H 2.209 3.167 4.234 0.0 0.0 0.0
H 1.238 1.721 4.003 0.0 0.1 -0.1
H 0.684 3.288 3.365 0.1 -0.1 0.0
H 1.639 4.200 1.306 0.0 -0.1 0.0
C -0.838 -0.512 2.273 0.2 0.1 -0.4
C -1.026 0.869 1.608 0.1 -0.4 0.3
P -1.622 0.851 -0.174 -0.2 1.1 1.8
C -0.605 2.114 -1.014 -0.1 0.0 0.0
C -0.793 3.445 -0.589 0.0 -0.1 -0.1
C -0.318 4.494 -1.344 0.0 0.1 0.0
C 0.369 4.247 -2.535 0.0 0.2 0.0
C 0.613 2.956 -2.938 0.2 -0.2 -0.1
C 0.147 1.869 -2.186 -0.4 0.3 0.2
C -3.309 1.518 -0.022 0.2 0.7 0.4
C -4.071 1.224 1.109 0.0 0.6 0.3
C -5.370 1.709 1.227 0.1 -0.1 0.1
C -5.915 2.479 0.211 0.0 0.1 -0.1
C -5.169 2.753 -0.933 -0.1 -0.1 0.0
C -3.876 2.267 -1.055 0.0 0.0 0.2
C 0.417 -1.303 1.802 -0.3 0.3 -0.1
P 0.780 -1.210 -0.010 0.8 -0.6 0.1
C -0.062 -2.769 -0.558 -0.5 0.4 0.0
C 0.551 -3.754 -1.224 0.0 -0.3 -0.2
C -0.066 -5.083 -1.399 0.3 0.2 0.0
C -1.200 -5.433 -0.799 -0.3 0.0 0.0
C -2.033 -4.451 -0.041 -0.1 0.1 -0.1
C -1.498 -2.997 -0.194 0.2 -0.2 0.1
C 2.489 -1.826 -0.235 -0.1 -0.1 0.0
C 3.113 -1.505 -1.443 0.0 -0.1 0.1
C 4.308 -2.114 -1.811 -0.1 0.1 0.0
C 4.893 -3.045 -0.963 0.1 0.0 0.0
C 4.290 -3.356 0.250 0.0 0.0 0.1
C 3.089 -2.757 0.610 0.1 0.0 0.0
H -1.736 -1.115 2.115 0.0 0.0 0.1
H -0.755 -0.368 3.350 0.0 0.0 0.0
H -0.073 1.376 1.581 0.3 0.3 0.0
H -1.722 1.488 2.168 0.0 0.0 0.1
H -1.370 3.646 0.307 0.0 0.0 0.0
H -0.512 5.515 -1.028 0.0 -0.1 0.0
H 0.705 5.076 -3.147 0.0 0.0 0.0
H 1.133 2.769 -3.871 0.0 0.0 0.1
H 0.198 0.881 -2.618 0.1 -0.2 0.0
H -3.665 0.612 1.908 0.0 0.0 0.0
H -5.950 1.486 2.114 0.0 0.0 0.0
H -6.923 2.869 0.307 0.1 0.0 0.0
H -5.599 3.344 -1.733 0.0 0.0 0.1
H -3.309 2.474 -1.954 0.0 0.0 0.0
H 0.321 -2.349 2.095 0.0 0.0 0.1
H 1.313 -0.901 2.281 0.0 0.1 0.1
H 1.554 -3.633 -1.613 0.0 0.0 0.1
H 0.498 -5.828 -1.950 0.0 0.1 0.0
H -1.559 -6.459 -0.849 0.0 0.1 0.0
H -2.256 -4.799 0.970 0.0 0.0 0.0
H -1.823 -2.357 0.625 0.0 -0.2 0.0
H 2.631 -0.817 -2.132 0.0 0.1 -0.1
H 4.771 -1.876 -2.762 0.0 0.0 0.1
H 5.818 -3.533 -1.251 -0.1 0.1 0.0
H 4.748 -4.085 0.909 0.0 0.1 0.0
H 2.610 -3.042 1.541 0.0 0.0 0.0
S -2.066 -0.260 -1.942 -0.4 -1.7 -2.1
C -3.058 -1.472 -1.283 0.0 -0.1 -0.4
C -4.198 -1.257 -0.487 -0.4 -0.2 0.2
C -4.874 -2.341 0.122 0.2 0.3 -0.1
C -4.478 -3.644 -0.040 0.0 -0.2 0.0
C -3.323 -4.027 -0.878 0.1 0.1 0.2
C -2.521 -2.828 -1.392 -0.2 0.0 -0.3
H -4.599 -0.256 -0.372 0.0 -0.6 -0.3
H -5.752 -2.118 0.721 0.1 -0.1 -0.1
H -5.046 -4.443 0.429 0.0 0.1 0.0
H -3.622 -4.768 -1.623 0.1 0.0 0.0
H -2.017 -3.007 -2.337 0.1 -0.1 0.0
```
Positions in Å, forces in eV/Å.

* lowest unoccupied orbital energy (alpha / beta): -5.74 / -7.77 eV
* total charge: +2
* highest occupied orbital energy (alpha / beta): -11.3 / -13.4 eV
* 2S+1: 5
* E_tot: -2817.024061 a.u.
* energy relative to the best compared isomer or geometry (same formula, charge and spin): 65.81 kcal/mol